# C18H16Cl2N6O

C18H16Cl2N6O in the gas phase at a distorted geometry (ωB97M-V/def2-TZVPD, the Open Molecules 2025 dataset).

Its SMILES is O=C1N(c2ccc(Cl)c(Cl)c2)CN(Cc2ccccc2)CN1n1cnnc1. For the LUMO energy, the calculation gives 0.29 eV. As for the net charge: 0.

```
43
Properties=species:S:1:pos:R:3:mulliken_charge:R:1
O 0.1408 -1.6866 2.1682 -0.67
C -0.0906 -1.2159 1.0662 0.39
N -1.3686 -0.9069 0.6401 0.46
C -2.4888 -0.9797 1.5323 0.19
C -3.6698 -1.6390 1.1230 -0.49
C -4.8051 -1.5513 1.9632 -0.65
C -4.7530 -0.9297 3.1879 0.22
Cl -6.2129 -0.9206 4.2413 -0.20
C -3.5754 -0.3086 3.6160 -0.12
Cl -3.4915 0.4597 5.1654 -0.19
C -2.4667 -0.3383 2.7742 -0.20
C -1.6215 -0.7531 -0.7686 -0.76
N -0.4187 -0.1023 -1.3682 0.17
C -0.2604 1.3482 -1.0683 -0.56
C 0.9309 1.9165 -1.7612 0.48
C 1.8603 2.6666 -0.9891 -0.68
C 2.9945 3.1779 -1.5636 -0.49
C 3.2705 2.9581 -2.9129 -0.43
C 2.3647 2.2472 -3.7112 -0.56
C 1.2049 1.7124 -3.1204 -0.24
C 0.7274 -0.9950 -1.2374 -0.94
N 1.0047 -1.1244 0.1761 0.61
N 2.3429 -1.4354 0.5971 -0.45
C 3.4275 -0.6414 0.3004 0.01
N 4.4976 -1.2864 0.6985 -0.46
N 4.1145 -2.4329 1.3139 -0.55
C 2.8110 -2.5193 1.2836 0.09
H -3.7502 -2.1725 0.1999 0.44
H -5.7751 -1.9116 1.6455 0.41
H -1.5757 0.1931 3.0729 0.47
H -1.8110 -1.7178 -1.2253 0.24
H -2.5372 -0.1163 -0.9637 0.30
H -1.1243 1.9166 -1.4354 0.45
H -0.2100 1.5091 0.0160 0.37
H 1.6958 2.9035 0.0416 0.39
H 3.7174 3.7485 -0.9580 0.35
H 4.2048 3.2834 -3.3767 0.37
H 2.6084 2.1152 -4.7889 0.35
H 0.4975 1.1367 -3.7238 0.38
H 1.5519 -0.6200 -1.8217 0.42
H 0.4562 -2.0217 -1.5767 0.23
H 3.3728 0.3639 -0.1335 0.40
H 2.2094 -3.3297 1.6814 0.45
```


# C12H32GaIOP2Si

A molecular structure, C12H32GaIOP2Si at a distorted geometry (ωB97M-V/def2-TZVPD, the Open Molecules 2025 dataset).

For the LUMO energy (spin up / spin down), the calculation gives -9.40 / -9.32 eV. As for the net charge: +2.

```
50
Properties=species:S:1:pos:R:3:mulliken_charge:R:1
C -1.9807 -0.8334 0.5534 -1.33
I 0.6752 1.5259 1.5776 0.20
H -2.1006 0.2635 0.6108 0.36
H -1.1415 -1.1935 1.1663 0.46
H -2.8280 -1.3527 1.0303 0.44
Ga -1.9659 -1.7402 -1.4010 0.29
P -1.2952 0.6526 3.1870 0.61
C -0.2452 -0.4831 4.1595 -1.13
C -1.0593 2.2107 4.1450 -1.21
H -1.3311 2.0820 5.1956 0.39
H -2.7144 0.2636 5.0110 0.49
H -1.7019 2.9803 3.7075 0.42
H -3.6432 0.9078 3.6278 0.40
H 0.7683 -0.0969 4.3023 0.45
H -0.0185 2.5354 4.0670 0.47
C -2.8893 0.1711 3.9298 -1.27
H -0.7569 -0.6065 5.1221 0.45
H -3.1903 -0.8463 3.6407 0.33
H -0.2196 -1.4405 3.6259 0.33
P -2.0359 0.4578 -2.5282 0.95
C -1.5333 0.0776 -4.2503 -1.37
C -3.7247 1.1349 -2.6398 -1.20
H -1.4775 2.5502 -1.3909 0.37
H -1.1001 2.6406 -3.1150 0.48
H -0.0009 1.7839 -2.0132 0.22
C -1.0562 1.9844 -2.2304 -1.21
H -3.8350 1.9585 -1.9343 0.36
H -3.9225 1.5185 -3.6437 0.41
H -2.4092 0.0705 -4.9206 0.40
H -1.0256 -0.8993 -4.2678 0.38
H -4.4364 0.3454 -2.3803 0.39
H -0.8546 0.8791 -4.5734 0.40
C 0.4822 -1.4355 -0.8061 0.18
O 0.5722 -2.3779 -0.0658 -0.32
C 4.3304 0.4704 -1.3027 -1.00
Si 3.2887 -1.0456 -0.9663 0.11
C 3.5318 -2.4166 -2.2346 -1.05
C 3.5784 -1.5195 0.8383 -0.93
C 1.4298 -0.5229 -1.3887 0.31
H 5.3953 0.2177 -1.1879 0.34
H 4.1093 1.3090 -0.6248 0.33
H 4.1401 0.8017 -2.3338 0.32
H 4.5636 -2.7960 -2.2318 0.37
H 2.8736 -3.2843 -2.0669 0.35
H 3.3258 -2.0455 -3.2527 0.34
H 3.6504 -0.6572 1.5179 0.31
H 2.7702 -2.1630 1.2130 0.32
H 4.5200 -2.0789 0.9404 0.36
H 1.2669 0.4755 -0.9380 -0.53
H 1.2215 -0.4334 -2.4803 0.48
```


# C18H27N6O3PdSSeSi

A molecular structure, C18H27N6O3PdSSeSi (ωB97M-V/def2-TZVPD, the Open Molecules 2025 dataset).

For the LUMO energy, the calculation gives 2.09 eV. As for the net charge: -1. The energy relative to the best compared isomer or geometry (same formula, charge and spin) comes out at 0.000 eV.

```
58
Properties=species:S:1:pos:R:3:mulliken_charge:R:1
Pd 0.2849 1.3735 -0.1410 0.68
N 3.7871 0.7404 2.3172 -0.54
C 2.5778 0.9008 1.7010 0.67
S 2.5894 1.5186 0.0765 -0.42
N 1.5335 0.5597 2.4288 -1.53
N 0.3874 0.6950 1.7467 1.15
C -0.7063 0.2457 2.2274 -1.00
C -1.8888 0.3778 1.3846 0.87
C -3.1193 -0.1572 1.7294 -0.76
C -4.1774 -0.0545 0.8435 -0.35
C -3.9884 0.5889 -0.3660 -0.88
C -2.7356 1.1097 -0.6475 -0.19
N -1.7246 1.0172 0.2074 0.13
H 4.5543 0.5858 1.6818 0.25
H 3.7485 0.0823 3.0824 0.26
H -0.7139 -0.2580 3.1887 0.28
H -3.2211 -0.6724 2.6760 0.45
H -5.1392 -0.4892 1.0860 0.39
H -4.7876 0.6817 -1.0877 0.41
H -2.5108 1.6198 -1.5760 0.39
C -1.2875 5.9039 -0.8542 -1.09
Si 0.2954 4.8845 -0.8677 0.60
C 0.8213 4.6356 0.9133 -0.93
C 1.6031 5.8916 -1.7681 -1.08
Se -0.0031 2.9361 -1.9875 -0.54
H -1.0824 6.9285 -0.5238 0.31
H -2.0298 5.4662 -0.1819 0.27
H -1.7250 5.9473 -1.8553 0.29
H 0.8161 5.5766 1.4756 0.41
H 1.8264 4.2095 0.9510 0.20
H 0.1475 3.9325 1.4056 0.16
H 1.6492 6.9269 -1.4121 0.34
H 1.3809 5.9025 -2.8384 0.28
H 2.5854 5.4309 -1.6383 0.25
C -1.3871 -3.7780 1.3032 -0.91
C -0.1019 -4.4809 0.8706 -1.54
C 0.5747 -3.8003 -0.3276 2.87
C 1.8856 -4.5347 -0.6685 -1.41
C 2.6077 -3.9572 -1.8844 -1.19
C -0.3433 -3.9117 -1.5217 -0.10
O -0.7688 -4.9843 -1.9259 -0.72
N -0.6625 -2.7407 -2.1223 0.13
C -0.2970 -1.4323 -1.6921 0.07
O -0.7742 -0.5165 -2.3494 -0.70
N 0.4854 -1.2778 -0.6037 0.33
C 0.9372 -2.3525 0.0765 -0.63
O 1.6619 -2.2438 1.0654 -0.72
H -1.8498 -4.2982 2.1448 0.53
H -2.1158 -3.7449 0.4888 0.26
H -1.1794 -2.7503 1.6126 -0.01
H -0.3159 -5.5163 0.5984 0.44
H 0.6140 -4.4733 1.6928 0.43
H 1.6496 -5.5880 -0.8377 0.42
H 2.5258 -4.4543 0.2105 0.43
H 1.9885 -4.0218 -2.7822 0.28
H 3.5338 -4.5019 -2.0785 0.47
H 2.8600 -2.9062 -1.7239 0.26
H -1.2754 -2.7723 -2.9231 0.26
```